Entry 1:
A molecular structure, C24H28N7ORbS5Se2 in a non-equilibrium geometry. Source: the OMol25 dataset; level of theory: wB97M-V/def2-TZVPD.

HOMO level	0.15	eV
F_max	2.1	eV Å⁻¹
ΔE to the lowest compared entry with this formula, charge and spin	30.2	kcal per mole
net charge	-2

Geometry as XYZ:
```
68
C24H28N7ORbS5Se2 (wB97M-V/def2-TZVPD)
Rb 0.62798 -0.73349 0.07584
C -4.86242 0.16506 -1.35225
C -3.38441 -0.13515 -1.24875
N -2.68705 0.15830 -0.20848
N -3.36989 0.80268 0.77726
C -2.76684 1.05739 1.91427
N -3.61025 1.70652 2.81782
S -1.20918 0.70159 2.51344
C -2.73115 -0.79368 -2.40182
C -3.43845 -1.00776 -3.58774
C -2.81679 -1.63773 -4.65584
C -1.50220 -2.04142 -4.52509
C -0.86777 -1.78605 -3.31649
N -1.45657 -1.18629 -2.28685
H -5.20729 0.46976 -0.36989
H -5.05229 0.98132 -2.05527
H -5.42318 -0.71358 -1.67809
H -4.36367 2.22957 2.39741
H -3.11016 2.17193 3.55665
H -4.45982 -0.66839 -3.68551
H -3.35698 -1.80686 -5.58058
H -0.96540 -2.52935 -5.32670
H 0.16968 -2.08725 -3.18663
S 2.65961 -2.16452 -4.25363
S 3.01282 -0.19868 -4.55278
S 3.12613 0.69050 -2.60043
S 3.51875 2.65286 -2.91347
Se 1.60036 -5.47756 0.93869
Se 2.16323 -4.23679 3.15895
C 0.43765 -3.44209 3.39177
C -0.05166 -3.17051 4.66719
C -1.31882 -2.61228 4.77807
C -2.05815 -2.37155 3.62977
C -1.46791 -2.67453 2.41449
N -0.25044 -3.19079 2.29963
C 2.82745 -4.57641 -0.21130
C 3.63026 -5.31316 -1.07365
C 4.53274 -4.63010 -1.87625
C 4.61971 -3.25328 -1.76613
C 3.76783 -2.61036 -0.87777
N 2.88113 -3.25788 -0.12545
H 0.55911 -3.38329 5.53520
H -1.72744 -2.37820 5.75326
H -3.04461 -1.93361 3.67539
H -1.99245 -2.51438 1.47826
H 3.54118 -6.39137 -1.10401
H 5.16524 -5.16847 -2.57012
H 5.31549 -2.68717 -2.36618
H 3.79662 -1.53159 -0.76982
O 1.93738 1.49567 0.75456
C 1.83716 2.71413 0.88537
C 1.20377 3.33585 2.11798
C -0.11260 4.06801 1.81835
C 0.06606 5.47521 1.24524
C 0.77222 5.49703 -0.10930
C 2.21464 4.98835 -0.02851
N 2.30610 3.54826 -0.05343
H 1.91618 4.01585 2.59896
H 0.98944 2.51021 2.79264
H -0.67692 4.14432 2.75126
H -0.70693 3.45596 1.13602
H 0.64113 6.08283 1.95596
H -0.91879 5.94183 1.14057
H 0.76973 6.51961 -0.50087
H 0.22827 4.86461 -0.81505
H 2.68804 5.38224 0.87970
H 2.77907 5.34742 -0.88885
H 2.66634 3.12070 -0.92695
```


Entry 2:
A molecular structure, C24H28O14S3Zn in a non-equilibrium geometry. Source: the OMol25 dataset; level of theory: wB97M-V/def2-TZVPD.

HOMO level	-0.46	eV
F_max	4.2	eV Å⁻¹
ΔE to the lowest compared entry with this formula, charge and spin	76.0	kcal per mole
net charge	-2

Geometry as XYZ:
```
70
C24H28O14S3Zn (wB97M-V/def2-TZVPD)
Zn 35.68204 3.27288 -14.47710
C 37.57374 6.65106 -15.87780
C 37.22203 5.47302 -15.22787
C 38.21378 4.30083 -15.18329
O 37.75053 3.17353 -14.84442
C 39.47397 4.46903 -15.81134
C 39.77325 5.55891 -16.62556
C 38.75087 6.68857 -16.66257
O 38.85604 7.60553 -17.49588
O 40.85588 5.57568 -17.25275
O 36.06009 5.19437 -14.77059
H 36.86365 7.46214 -15.86885
H 40.23967 3.74126 -15.56984
C 35.40493 1.28459 -18.18845
C 35.43885 0.87489 -19.56738
C 35.52055 2.01338 -20.64238
O 35.35994 1.73590 -21.83776
C 35.85833 3.31917 -20.15680
C 35.74010 3.64452 -18.81523
C 35.50801 2.59503 -17.76199
O 35.19226 2.81585 -16.53531
O 36.04290 4.82885 -18.47001
O 35.38874 -0.28042 -19.99594
H 35.28993 0.45547 -17.49262
H 36.16253 3.98221 -20.95255
C 31.75785 0.80850 -14.99405
C 31.50227 1.89039 -16.10739
C 31.49546 3.28054 -15.44952
S 32.33781 3.18370 -13.90214
O 31.70441 4.15228 -13.00990
O 33.75859 3.22668 -14.12341
C 31.88321 1.48540 -13.61954
H 32.65424 0.24372 -15.25131
H 30.98624 0.03875 -15.01252
H 30.56119 1.68816 -16.60884
H 32.34479 1.88547 -16.79891
H 30.45410 3.42592 -15.14641
H 31.78698 4.15947 -16.01862
H 30.92016 1.41445 -13.11016
H 32.56838 0.99020 -12.93172
C 34.89895 -2.16843 -13.59406
C 35.16772 -1.75264 -15.01727
C 36.49129 -1.01531 -14.95802
S 36.40202 0.08748 -13.55813
O 35.68775 1.28126 -13.99775
O 37.68596 0.26451 -12.92966
C 35.36481 -1.06193 -12.64276
H 35.45644 -3.11588 -13.57401
H 33.92816 -2.48923 -13.20994
H 34.33820 -1.17670 -15.44460
H 35.31212 -2.50135 -15.79908
H 36.73848 -0.43459 -15.84852
H 37.24998 -1.76911 -14.73697
H 34.56266 -0.61911 -12.05349
H 36.03357 -1.45069 -11.87004
C 39.50183 4.14324 -10.63459
C 38.90627 2.80746 -10.21168
C 37.36701 3.06109 -10.05078
S 36.96673 4.29492 -11.33082
O 36.41485 5.45935 -10.69723
O 36.35443 3.71441 -12.49778
C 38.66587 4.70811 -11.78964
H 40.51165 4.09165 -11.04117
H 39.45812 4.81917 -9.77525
H 39.21249 2.36093 -9.26698
H 38.96866 2.01602 -10.96188
H 37.08643 3.53961 -9.11115
H 36.66437 2.23285 -10.13735
H 38.72861 5.71705 -12.17906
H 38.85764 3.95517 -12.56243
```


Entry 3:
A molecular structure, C24H29AuN2S2Sb. Source: the OMol25 dataset; level of theory: wB97M-V/def2-TZVPD.

HOMO level	-10.93	eV
F_max	0.2	eV Å⁻¹
net charge	+1

Geometry as XYZ:
```
59
C24H29AuN2S2Sb (wB97M-V/def2-TZVPD)
Au -0.05848 0.28396 0.85814
C 1.10265 1.35310 -2.30357
C -0.20651 0.72778 -2.78447
N -1.12362 0.40318 -1.69698
C -1.72178 -0.91860 -1.71921
C -0.72944 -2.05504 -1.46509
S 0.26373 -1.90362 0.05752
C 1.96274 -1.81922 -0.58571
C 2.23239 -0.75397 -1.65088
N 1.76966 0.56765 -1.27081
H 1.73441 1.52275 -3.18654
H 0.88726 2.33130 -1.86953
H -0.65952 1.42192 -3.49802
H -0.00229 -0.17998 -3.35734
H -1.83243 1.11144 -1.57741
H -2.49712 -0.94496 -0.95164
H -2.21066 -1.15139 -2.67582
H -1.27616 -2.99390 -1.39178
H -0.02698 -2.16050 -2.29039
H 2.56562 -1.63923 0.30635
H 2.21851 -2.80913 -0.96542
H 3.30853 -0.77653 -1.85493
H 1.75577 -1.04913 -2.58535
H 2.50424 1.10654 -0.83535
S -0.31487 2.27477 2.01960
Sb -0.14333 1.09267 3.99482
C -1.80500 -0.14101 4.33107
C -1.84134 -0.84640 5.53107
C -2.92351 -1.66805 5.80857
C -3.96478 -1.77480 4.89462
C -3.92832 -1.06177 3.70420
C -2.84448 -0.24267 3.41704
C -0.18391 2.37995 5.65107
C 0.88644 2.55280 6.52271
C 0.75714 3.41284 7.60482
C -0.43141 4.09617 7.81186
C -1.49985 3.92204 6.94250
C -1.38003 3.06314 5.86104
C 1.50881 -0.20506 4.03364
C 1.25336 -1.52873 3.68050
C 2.29259 -2.44618 3.64881
C 3.58363 -2.04450 3.96821
C 3.83714 -0.72644 4.31691
C 2.80102 0.19830 4.35045
H -1.03606 -0.76105 6.25298
H -2.95536 -2.22035 6.73825
H -4.81028 -2.41289 5.11497
H -4.74654 -1.13874 3.00008
H -2.81178 0.31909 2.48981
H 1.81439 2.01635 6.38357
H 1.58681 3.54515 8.28632
H -0.52736 4.76524 8.65660
H -2.42820 4.45248 7.10667
H -2.22168 2.92754 5.19071
H 0.24623 -1.85130 3.44205
H 2.09162 -3.47654 3.38464
H 4.39355 -2.76174 3.94947
H 4.84281 -0.41159 4.56174
H 3.02326 1.22760 4.59641
```


So what do the calculations give for molar mass? Going down the list: 834.3; 702.1; 728.4 g mol⁻¹.
So what do the calculations give for E_tot? Going down the list: -8207.88327; -4958.52106; -2213.55848 Ha.